(a)
Below is a cluster of 2 separate species, C10H16 in total, with properties calculated with ωB97M-V/def2-TZVPD.

## Properties
Frontier orbital gap, hartree: 0.36619
LUMO, eV: 1.024
Highest occupied orbital energy, eV: -8.94
Net charge: 0
SMILES: CCc1ccccc1.CC

Each line ends with the Mulliken charge.
Geometry (Å):
C -0.301 3.155 1.180  -1.1861
C -0.917 2.036 0.327  -0.3800
C -0.487 0.618 0.590  0.3730
C -1.299 -0.445 0.204  -0.2681
C -1.078 -1.747 0.634  -0.6259
C 0.097 -2.035 1.307  -0.2538
C 0.990 -1.015 1.605  -0.6868
C 0.673 0.296 1.294  -0.3502
H 0.163 2.747 2.073  0.3836
H -1.112 3.799 1.522  0.3313
H 0.372 3.793 0.600  0.2518
H -2.012 2.075 0.451  0.3079
H -0.880 2.274 -0.733  0.3438
H -2.117 -0.283 -0.488  0.3375
H -1.698 -2.566 0.276  0.3718
H 0.407 -3.037 1.556  0.3580
H 1.901 -1.336 2.084  0.3904
H 1.305 1.095 1.663  0.2905
C 0.432 -1.392 -2.942  -0.5445
C 1.461 -0.298 -2.790  -0.8376
H 0.819 -2.362 -3.280  0.3184
H -0.113 -1.627 -2.034  0.0234
H -0.308 -1.075 -3.676  0.2443
H 2.147 -0.412 -1.952  0.2393
H 1.074 0.720 -2.756  0.2354
H 2.127 -0.304 -3.658  0.3326

***

(b)
Below is a cluster of 2 separate species, C10H16 in total, with properties calculated with ωB97M-V/def2-TZVPD.

## Properties
Frontier orbital gap, hartree: 0.36235
LUMO, eV: 1.038
Highest occupied orbital energy, eV: -8.82
Net charge: 0
SMILES: Cc1ccccc1.CCC

Each line ends with the Mulliken charge.
Geometry (Å):
C 1.450 0.234 2.055  -1.3454
C 1.624 -0.008 0.544  0.5900
C 1.008 0.847 -0.357  -0.3365
C 0.659 0.416 -1.628  -0.4748
C 0.965 -0.896 -1.964  -0.5057
C 1.845 -1.662 -1.172  -0.3819
C 2.193 -1.205 0.093  -0.5072
H 1.477 -0.690 2.609  0.3698
H 0.520 0.776 2.248  0.2253
H 2.245 0.915 2.377  0.3743
H 0.779 1.850 0.006  0.4426
H 0.204 1.026 -2.418  0.3900
H 0.609 -1.345 -2.865  0.4291
H 2.162 -2.631 -1.550  0.3575
H 2.885 -1.787 0.679  0.3949
C -2.274 0.679 1.773  -1.1919
C -2.512 1.120 0.321  0.2802
C -3.200 0.095 -0.540  -1.2067
H -1.528 -0.101 1.779  0.2715
H -3.234 0.293 2.158  0.3725
H -2.013 1.516 2.415  0.3237
H -3.135 2.045 0.436  0.2843
H -1.549 1.381 -0.148  -0.1266
H -2.773 -0.908 -0.285  0.2636
H -4.270 0.125 -0.380  0.3666
H -2.936 0.223 -1.583  0.3407

***

(c)
Below is a cluster of 2 separate species, C10H16 in total, with properties calculated with ωB97M-V/def2-TZVPD.

## Properties
Frontier orbital gap, hartree: 0.34988
LUMO, eV: 0.933
Highest occupied orbital energy, eV: -8.59
Net charge: 0
SMILES: Cc1ccccc1.CCC

Each line ends with the Mulliken charge.
Geometry (Å):
C -0.760 1.256 3.320  -1.2757
C -0.031 0.188 2.515  1.0726
C -0.487 -0.213 1.235  -0.5256
C 0.134 -1.365 0.703  -0.3608
C 1.296 -1.915 1.279  -0.5245
C 1.628 -1.578 2.656  -0.5775
C 0.964 -0.526 3.226  -0.5525
H -1.794 1.514 2.796  0.2892
H -0.188 2.100 3.483  0.3414
H -0.938 0.738 4.298  0.3265
H -1.363 0.224 0.704  0.3554
H -0.215 -1.874 -0.215  0.3554
H 2.005 -2.392 0.609  0.3674
H 2.270 -2.174 3.182  0.4752
H 1.405 0.076 4.099  0.2356
C -0.436 -0.732 -3.326  -1.1017
C 0.074 0.606 -2.694  0.5318
C -0.599 1.859 -3.174  -1.1360
H -0.002 -1.266 -4.184  0.3644
H -1.478 -0.701 -3.655  0.3039
H -0.243 -1.624 -2.647  0.1799
H -0.232 0.551 -1.548  -0.2972
H 1.219 0.612 -2.880  0.2527
H 0.194 2.451 -3.763  0.2319
H -1.510 1.744 -3.713  0.3432
H -0.912 2.440 -2.306  0.3251

***

Most favorable first, least favorable last: (a), (b), (c)

***

(a)
Below is a cluster of 2 separate species, C2H4NO3 in total, with properties calculated with ωB97M-V/def2-TZVPD.

## Properties
Frontier orbital gap, hartree: 0.27843
LUMO, eV: 3.678
Highest occupied orbital energy, eV: -3.90
Net charge: -1

Each line ends with the Mulliken charge.
Geometry (Å):
C 0.974 0.076 1.310  0.0813
N 1.759 0.894 0.554  -0.4053
O 1.405 -0.417 2.336  -0.5713
H -0.057 -0.152 1.018  0.3744
H 1.582 0.901 -0.424  0.2597
H 2.739 0.815 0.811  0.2519
O -2.281 0.257 -2.374  -0.6233
C -2.125 -0.494 -1.403  0.0098
O -2.565 -0.499 -0.233  -0.6465
H -1.432 -1.380 -1.595  0.2693

***

(b)
Below is a cluster of 2 separate species, C2H4NO3 in total, with properties calculated with ωB97M-V/def2-TZVPD.

## Properties
Frontier orbital gap (spin up / spin down), hartree: 0.27446 / 0.27448
LUMO (spin up / spin down), eV: 4.248 / 4.248
Highest occupied orbital energy (spin up / spin down), eV: -3.22 / -3.22
Net charge: -1

Each line ends with the Mulliken charge.
Geometry (Å):
C 2.361 0.317 0.204  0.0875
C -2.320 -0.265 -0.366  -0.7209
N -1.075 -0.170 0.242  0.7879
O -0.451 -1.233 0.361  -0.6893
O 2.992 -0.653 -0.100  -0.4369
O -0.570 0.856 0.784  -0.7641
H 2.960 1.283 0.243  0.2329
H -2.718 0.664 -0.643  0.1763
H 1.211 0.236 0.347  0.1483
H -2.391 -1.036 -1.071  0.1784

***

Most favorable first, least favorable last: (a), (b)

***

(a)
Below is the ion C7H13O with charge -1, with properties calculated with ωB97M-V/def2-TZVPD.

## Properties
Frontier orbital gap, hartree: 0.21267
LUMO, eV: 3.659
Highest occupied orbital energy, eV: -2.13
Net charge: -1
SMILES: C=C(CC)CCC[O-]

Each line ends with the Mulliken charge.
Geometry (Å):
C 0.027 -1.778 0.128  -1.2609
C -0.429 -0.687 -0.466  0.6685
C -1.846 -0.394 -0.433  -0.7856
C -2.323 0.364 0.805  -0.8534
C 0.401 0.340 -1.164  -0.8615
C 1.202 1.031 0.050  -0.8285
C 2.649 0.318 0.371  0.0491
O 3.098 0.766 1.465  -0.8654
H -0.526 -2.319 0.836  0.2435
H 1.024 -2.104 0.138  0.4936
H -2.161 0.182 -1.413  0.2794
H -2.463 -1.254 -0.478  0.4569
H -1.300 0.751 1.244  0.1929
H -2.900 1.195 0.432  0.2323
H -2.904 -0.205 1.463  0.3357
H 1.197 -0.122 -1.769  0.3707
H -0.199 0.896 -1.821  0.4488
H 1.337 1.955 -0.253  0.6489
H 0.613 1.135 1.021  0.0810
H 2.329 -0.730 0.350  -0.2386
H 3.175 0.658 -0.506  0.1927

***

(b)
Below is a cluster of 2 separate species, C7H13O in total, with properties calculated with ωB97M-V/def2-TZVPD.

## Properties
Frontier orbital gap, hartree: 0.21167
LUMO, eV: 3.550
Highest occupied orbital energy, eV: -2.21
Net charge: -1

Each line ends with the Mulliken charge.
Geometry (Å):
C -3.340 -0.802 0.116  -0.5123
O -4.406 -0.048 0.359  -0.8607
C -2.123 -0.001 -0.453  -0.2291
C -0.913 -0.827 -0.698  -0.0238
C 0.333 -0.450 -0.435  0.1239
C 1.649 -1.004 -0.386  -1.0801
C 0.946 0.589 0.349  -0.0617
C 1.657 1.729 -0.349  -1.2126
H -3.469 -1.706 -0.541  0.1079
H -2.909 -1.249 1.067  0.1569
H -1.901 0.818 0.233  0.3002
H -2.462 0.446 -1.397  0.2487
H 3.601 0.100 1.758  -0.0889
H -1.000 -1.780 -1.216  0.2527
H 2.483 -0.673 -0.992  0.3261
H 1.907 -1.564 0.506  0.2406
H 1.259 0.324 1.353  0.2657
H 3.241 0.058 2.411  0.0981
H 2.715 1.521 -0.492  0.2801
H 1.212 1.828 -1.341  0.3207
H 1.522 2.690 0.149  0.3478

***

Most favorable first, least favorable last: (a), (b)